Record 1
C3H9NP2 | the ωB97M-V functional and the def2-TZVPD basis

XYZ file:
```
15
Properties=species:S:1:pos:R:3
P 2.5084 0.6294 0.0985
P -0.4981 1.5664 -0.0960
N 1.3260 -0.5852 -0.0369
C -1.0155 -1.1208 0.7707
C -0.1201 -0.1997 -0.0426
C -0.6459 0.2422 -1.3838
H 1.3820 -1.1989 0.7375
H -1.7396 1.5305 0.4006
H 2.0296 1.5017 -0.7991
H -0.5730 -2.0456 0.5388
H 1.9859 1.2565 1.2670
H -2.0432 -1.0872 0.5881
H -0.1076 0.3462 -2.3004
H -0.8080 -0.8785 1.8002
H -1.6811 0.0429 -1.5424
```

Gap between HOMO and LUMO, eV: 9.6
HOMO energy, eV: -8.63
Structure (SMILES): C[C@@]1(NP)CP1
E, hartree: -857.08182
LUMO level, eV: 1.0
Multiplicity: 1
Net charge: 0
Energy relative to the best compared isomer or geometry (same formula, charge and spin), kcal per mole: 39.1

---

Record 2
C3H9NS | the ωB97M-V functional and the def2-TZVPD basis

XYZ file:
```
14
Properties=species:S:1:pos:R:3
S -0.0543 2.1975 0.6143
N 0.3384 -1.3804 -2.4159
C 0.9687 0.6811 1.0851
C 1.0480 -2.2291 -1.7451
C -1.7412 1.4734 0.9815
H -2.0214 1.9398 1.9312
H 1.9727 0.7705 0.6390
H -0.5942 -1.1720 -2.0592
H 2.0730 -2.4667 -2.0934
H 0.5454 -0.2383 0.7060
H -1.7395 0.4322 0.8319
H 0.7255 -2.8439 -0.9425
H -2.4155 1.9719 0.2808
H 0.8944 0.8640 2.1862
```

Gap between HOMO and LUMO, eV: 9.3
HOMO energy, eV: -8.41
Structure (SMILES): C=N.CSC
E, hartree: -572.57423
LUMO level, eV: 0.9
Multiplicity: 1
Net charge: 0
Energy relative to the best compared isomer or geometry (same formula, charge and spin), kcal per mole: 41.3

---

Record 3
C3H9NS | the ωB97M-V functional and the def2-TZVPD basis

XYZ file:
```
14
Properties=species:S:1:pos:R:3
S -0.9922 1.7071 2.1923
N 0.8268 -1.9138 -3.6734
C -0.5948 0.2555 1.2211
C -0.1318 -2.7057 -3.9247
C 0.5036 2.4068 3.0758
H 0.0052 -0.3101 1.8370
H -1.3329 -0.3813 0.8452
H -1.1285 -2.3769 -4.0243
H -0.0639 0.5241 0.2876
H 0.6841 -0.9209 -3.4424
H 1.2174 2.9450 2.4405
H 0.0097 2.9529 3.9973
H 0.9228 1.4242 3.5295
H 0.0744 -3.6068 -4.3615
```

Gap between HOMO and LUMO, eV: 9.3
HOMO energy, eV: -8.45
Structure (SMILES): C=N.CSC
E, hartree: -572.55300
LUMO level, eV: 0.8
Multiplicity: 1
Net charge: 0
Energy relative to the best compared isomer or geometry (same formula, charge and spin), kcal per mole: 54.6

---

Record 4
C3H9NS | the ωB97M-V functional and the def2-TZVPD basis

XYZ file:
```
14
Properties=species:S:1:pos:R:3
S 0.7255 0.2645 0.0077
N 1.0124 1.1413 1.1890
C 0.3706 -1.3841 0.7038
C -1.3059 0.9827 -0.4500
C 1.7872 -0.0208 -1.1851
H 0.9471 -2.1867 0.2025
H -0.6917 -1.5689 0.5684
H 1.4666 -0.5888 -1.9662
H -0.9732 2.0528 -0.4538
H 1.4819 2.0148 1.1887
H 2.0341 1.0379 -1.6275
H -1.8128 0.7288 0.4448
H 0.6188 -1.2470 1.7726
H -1.7522 0.4896 -1.2836
```

Gap between HOMO and LUMO, eV: 8.8
HOMO energy, eV: -7.96
Structure (SMILES): C=S(C)(C)=N
E, hartree: -572.44266
LUMO level, eV: 0.8
Multiplicity: 1
Net charge: 0
Energy relative to the best compared isomer or geometry (same formula, charge and spin), kcal per mole: 123.9

---

Record 5
C3H9NS | the ωB97M-V functional and the def2-TZVPD basis

XYZ file:
```
14
Properties=species:S:1:pos:R:3
S 0.9246 2.2361 1.0579
N -0.8989 -0.7016 1.0553
C 0.2375 -1.0686 -1.0654
C 0.2237 1.1864 -0.2756
C 0.1797 -0.3229 0.1773
H 0.9470 1.4236 -1.0664
H -0.0725 2.4798 1.8990
H -0.8052 1.5718 -0.3942
H -0.7260 -1.4840 -1.4230
H 1.0888 -0.3934 0.7856
H 0.7489 -1.9869 -0.7680
H -0.8584 -1.6997 1.2924
H -1.8060 -0.5510 0.6119
H 0.8169 -0.6897 -1.8870
```

Gap between HOMO and LUMO, eV: 9.8
HOMO energy, eV: -8.75
Structure (SMILES): C[C@H](N)CS
E, hartree: -572.61049
LUMO level, eV: 1.0
Multiplicity: 1
Net charge: 0
Energy relative to the best compared isomer or geometry (same formula, charge and spin), kcal per mole: 18.6

---

Record 6
C3H9NS | the ωB97M-V functional and the def2-TZVPD basis

XYZ file:
```
14
Properties=species:S:1:pos:R:3
S -2.0745 0.1579 -0.2066
N 0.8939 -0.2350 -0.0447
C -1.8849 0.0790 -1.9855
C 1.1897 0.3094 2.3263
C 1.4760 -0.4185 1.2485
H 1.5545 0.0030 3.2976
H -0.8899 -0.2855 -2.2885
H -0.6404 0.0758 0.1430
H 1.3853 -0.7722 -0.7456
H -2.5905 -0.5729 -2.4925
H 2.1427 -1.2725 1.3271
H -1.9550 1.0574 -2.4667
H 0.9039 0.7431 -0.3279
H 0.4893 1.1310 2.2156
```

Gap between HOMO and LUMO, eV: 9.0
HOMO energy, eV: -8.19
Structure (SMILES): C=CN.CS
E, hartree: -572.58396
LUMO level, eV: 0.8
Multiplicity: 1
Net charge: 0
Energy relative to the best compared isomer or geometry (same formula, charge and spin), kcal per mole: 35.2

---

Among the records above, which one has the highest energy relative to the best compared isomer or geometry (same formula, charge and spin)?
number 4